Entry from OMol25: a 9-piece molecular cluster, C50H108F8N7O10S4 overall at a distorted geometry (ωB97M-V/def2-TZVPD).

XYZ file:
```
187
Properties=species:S:1:pos:R:3:forces:R:3
C -1.04417 -9.90532 0.16443 -0.04 -0.17 -0.51
C -1.07866 -8.55445 0.86154 -0.71 -0.17 1.03
C 0.29159 -7.90884 0.97077 -0.11 -0.56 -0.68
N 0.29617 -6.53409 1.59226 -0.21 -0.46 -0.26
C -0.44096 -5.59254 0.66388 0.17 -0.60 1.17
C -0.29901 -6.50542 2.97767 0.79 -0.60 1.81
C 0.35476 -5.29986 3.64666 -1.10 0.88 -0.44
C 1.78519 -5.32472 3.15498 0.68 0.42 -0.59
C 1.72561 -6.06684 1.79738 0.46 -0.41 0.30
H -0.19932 -10.51642 0.48480 0.08 0.09 -0.05
H -1.02408 -9.79568 -0.92129 0.29 0.00 0.01
H -1.93554 -10.49800 0.36544 -0.07 0.19 0.20
H -1.41081 -8.74056 1.88978 0.09 -0.01 0.04
H -1.89012 -7.93615 0.47122 0.34 0.19 -0.41
H 0.80587 -7.81378 0.01094 -0.23 0.19 -0.14
H 0.90747 -8.63183 1.50889 0.13 0.53 0.56
H -1.49279 -5.78697 0.85563 -0.09 0.36 -0.22
H -0.18640 -5.85841 -0.35803 0.13 0.25 -0.03
H -0.13241 -4.60329 0.98729 -0.30 0.19 -0.42
H -1.37498 -6.60258 3.10852 -0.12 0.47 -0.91
H 0.06561 -7.39283 3.50516 0.25 -0.15 -0.34
H -0.16112 -4.40212 3.28482 0.21 0.06 -0.23
H 0.18451 -5.17849 4.71504 0.26 -0.71 0.10
H 2.19400 -4.32071 3.03142 -0.21 0.07 -0.10
H 2.51850 -5.80980 3.79765 -0.38 -0.32 0.19
H 2.06383 -5.51450 0.92224 -0.30 0.23 0.03
H 2.34534 -6.96180 1.81865 -0.08 -0.04 0.10
C -4.94029 -4.41133 -3.59183 -0.30 -0.28 -0.38
C -4.09550 -3.33492 -2.93156 -0.69 -0.16 0.44
C -4.84070 -2.76645 -1.72582 0.00 0.74 -0.42
N -4.02971 -1.79584 -0.90099 0.83 0.45 0.51
C -3.42060 -0.68100 -1.72060 -0.20 -0.24 1.26
C -2.88852 -2.46255 -0.15155 -0.20 -1.29 0.68
C -3.36738 -2.52024 1.28584 0.01 -0.70 0.54
C -4.07845 -1.19790 1.51335 0.10 0.75 -1.34
C -4.90038 -1.17728 0.21719 -0.51 -0.30 -0.02
H -5.04540 -5.28661 -2.95003 0.11 -0.06 -0.09
H -4.48713 -4.69381 -4.54215 0.07 -0.25 0.14
H -5.95373 -4.10008 -3.85281 0.05 0.29 0.17
H -3.91057 -2.55519 -3.67004 0.29 0.05 0.14
H -3.17609 -3.81620 -2.59132 0.24 0.29 -0.20
H -5.25189 -3.53420 -1.07110 0.36 -0.07 0.17
H -5.70000 -2.17598 -2.05017 -0.04 -0.07 -0.16
H -4.22021 -0.04763 -2.09329 0.12 -0.23 -0.66
H -2.71414 -1.13175 -2.40916 -0.30 0.24 -0.44
H -2.84781 -0.08852 -1.00568 0.01 0.06 -0.05
H -1.90936 -1.99488 -0.20216 -0.40 0.78 -0.53
H -2.74323 -3.48231 -0.51190 -0.17 0.09 -0.29
H -2.54711 -2.75779 1.95492 -0.13 0.30 0.25
H -4.05052 -3.37254 1.34456 -0.26 0.19 0.32
H -3.35555 -0.37866 1.53130 0.09 -0.04 0.11
H -4.74808 -1.05585 2.35719 0.25 -0.55 0.26
H -5.33550 -0.26928 -0.19702 0.27 0.25 0.30
H -5.73760 -1.84791 0.41910 0.03 -0.17 -0.46
C 0.55506 -3.50562 -6.43543 0.60 -0.44 -0.82
C 1.14401 -2.52706 -5.41433 1.50 -0.45 -1.03
C 0.82314 -2.83156 -3.98871 -0.84 0.40 1.03
N 1.57199 -2.01371 -2.95384 0.02 -0.16 1.26
C 1.19772 -0.55296 -2.99888 0.28 -0.77 -0.64
C 3.09688 -2.25501 -3.01556 -0.43 1.15 -1.05
C 3.69001 -2.08405 -1.62856 -0.77 0.05 0.26
C 2.48457 -2.19333 -0.67759 -0.46 -0.46 -0.78
C 1.25793 -2.50954 -1.55152 0.44 -0.83 0.09
H -0.51972 -3.66523 -6.51307 -0.10 0.36 0.54
H 1.02409 -4.49170 -6.39536 -0.10 -0.03 0.45
H 0.86408 -3.16808 -7.42726 -0.12 0.20 0.03
H 1.02023 -1.51443 -5.80259 -0.75 0.20 0.73
H 2.23592 -2.61474 -5.49728 -0.05 -0.25 -0.19
H 1.03326 -3.84632 -3.65000 0.15 -0.22 -0.73
H -0.25095 -2.69825 -3.81669 0.06 0.22 0.28
H 1.45882 -0.18175 -3.98670 0.16 0.18 0.11
H 1.73213 -0.02131 -2.21714 -0.12 0.10 0.00
H 0.11644 -0.52085 -2.89186 0.02 0.23 0.26
H 3.41746 -1.52947 -3.76233 0.50 -0.22 0.02
H 3.24616 -3.26632 -3.38697 -0.11 0.01 -0.07
H 4.11379 -1.12020 -1.36008 0.52 -0.02 -0.88
H 4.40269 -2.88693 -1.46350 0.19 0.20 0.06
H 2.37652 -1.23271 -0.18534 -0.17 -0.38 0.69
H 2.65141 -3.08080 -0.07194 -0.23 0.56 0.85
H 0.30300 -2.16078 -1.17020 0.08 0.44 -0.22
H 1.18381 -3.59875 -1.60403 -0.02 -0.01 -0.34
C 2.99963 0.31808 4.92263 -0.18 -0.50 -0.49
C 3.28302 1.20241 3.68326 -0.15 0.27 0.78
C 4.45019 2.12047 3.97970 0.34 0.82 0.00
N 4.84764 3.05035 2.84556 -0.43 -0.21 -0.32
C 5.28243 2.27448 1.64737 -0.99 -0.29 -0.53
C 3.70771 4.00305 2.46886 0.20 0.76 0.11
C 4.36365 5.25012 1.86495 -0.48 0.16 -0.49
C 5.81339 5.15194 2.27461 1.42 0.41 -0.11
C 5.91928 4.01375 3.27860 -0.25 1.06 0.31
H 2.19375 -0.38422 4.70749 -0.03 0.08 -0.16
H 2.64545 0.89293 5.77856 0.25 0.22 -0.07
H 3.83401 -0.30242 5.25161 0.22 0.22 -0.12
H 2.39800 1.83445 3.57187 0.00 0.02 -0.25
H 3.40022 0.69378 2.72862 0.03 -0.46 0.27
H 5.39004 1.65325 4.27690 -0.18 -0.43 -0.07
H 4.17569 2.79364 4.79424 0.02 -0.04 0.06
H 4.38670 1.85937 1.18083 0.03 0.02 0.23
H 5.91150 1.42815 1.90854 0.39 0.35 0.22
H 5.68948 2.93662 0.88808 0.42 -0.04 0.32
H 2.92598 3.60544 1.82603 0.27 -0.70 0.15
H 3.28421 4.33725 3.41544 -0.15 -0.43 0.11
H 4.27600 5.35724 0.78317 -0.05 -0.49 -0.04
H 3.81192 6.11480 2.23570 0.36 0.08 0.28
H 6.47312 4.94244 1.42948 -0.29 -0.16 -0.19
H 6.26107 6.07015 2.65759 -0.32 -0.02 0.32
H 6.93301 3.62916 3.35870 -0.23 -0.65 -0.19
H 5.62886 4.37634 4.26648 -0.06 -0.16 0.04
C -2.49391 6.29915 -7.45940 -0.21 -0.37 0.03
C -1.17244 5.56983 -7.21328 -0.14 0.00 -0.65
C -0.99669 5.19461 -5.75966 0.50 0.11 -0.50
N 0.38573 4.59660 -5.43863 -1.60 2.21 1.87
C 1.34941 5.78951 -5.46738 -0.06 -1.74 -0.40
C 0.78278 3.37448 -6.19646 0.77 0.61 -0.16
C 0.10086 2.20048 -5.49955 -0.24 1.27 -0.06
C -0.13018 2.72397 -4.06592 0.63 -2.03 1.27
C 0.26635 4.17423 -3.95819 0.02 -0.71 -0.87
H -3.32847 5.65810 -7.16795 -0.12 0.10 -0.13
H -2.58112 6.54266 -8.51655 -0.11 -0.11 0.00
H -2.59725 7.24001 -6.91854 0.25 -0.05 0.15
H -0.39623 6.20737 -7.64083 0.29 -0.01 0.53
H -1.12377 4.66082 -7.81936 -0.29 0.02 -0.06
H -1.78726 4.52328 -5.42203 0.14 -0.27 -0.13
H -1.06837 6.09020 -5.14428 0.05 -0.06 0.09
H 1.39336 6.15111 -6.48886 0.13 0.18 0.09
H 2.28529 5.34556 -5.13787 0.30 0.52 0.04
H 0.93670 6.50874 -4.77042 0.27 0.17 -0.02
H 1.87242 3.37770 -6.12581 -0.02 -0.38 0.14
H 0.52522 3.49409 -7.24625 -0.10 0.03 0.06
H 0.74742 1.32951 -5.55527 -0.20 -0.13 -0.02
H -0.85088 2.04714 -6.00800 0.03 -0.46 0.08
H 0.52891 2.19580 -3.36669 0.17 -0.03 -0.29
H -1.08773 2.42762 -3.63218 -0.39 0.57 -0.48
H 1.23319 4.26624 -3.47389 0.15 0.25 -0.22
H -0.48056 4.73217 -3.39892 0.11 0.50 -0.42
C 0.56632 3.06410 5.97246 -0.57 0.05 0.26
C -0.61711 3.78865 5.32890 0.15 -0.48 -1.05
C -1.48030 2.81346 4.50498 -1.43 0.06 0.55
N -2.80325 3.45366 4.04634 0.42 -0.04 -0.10
C -3.70653 3.74780 5.23666 0.69 0.07 -1.07
C -2.52462 4.68008 3.22362 -0.54 0.34 0.61
C -3.80364 4.89240 2.41520 0.67 0.15 -0.44
C -4.16941 3.45602 2.01215 -0.43 0.00 0.75
C -3.53342 2.56047 3.07488 0.65 -1.03 0.03
H 0.98217 2.32212 5.28922 0.06 0.07 0.02
H 0.22701 2.55177 6.87270 0.18 -0.14 -0.01
H 1.32730 3.78941 6.25526 0.10 -0.10 0.03
H -0.20339 4.53031 4.64174 -0.13 0.13 -0.03
H -1.21708 4.32868 6.05789 0.09 -0.12 0.16
H -1.87454 1.95091 5.04925 0.56 -0.12 0.33
H -1.03041 2.41764 3.59647 0.34 0.27 0.03
H -3.22214 4.55165 5.78014 -0.27 -0.07 0.31
H -3.81306 2.82707 5.80299 0.01 0.03 0.10
H -4.66099 4.07244 4.83328 -0.07 0.02 0.17
H -2.25766 5.48905 3.90113 -0.04 0.09 -0.12
H -1.66498 4.44385 2.59711 -0.09 -0.04 -0.14
H -4.58929 5.41730 2.95537 0.04 -0.23 0.28
H -3.58487 5.53519 1.56242 -0.02 -0.12 -0.09
H -5.24626 3.29784 2.03352 0.01 0.08 -0.52
H -3.70684 3.17858 1.06750 -0.37 0.18 -0.21
H -4.14532 1.85307 3.63384 -0.31 0.34 0.06
H -2.80209 1.91150 2.58976 0.26 0.17 0.22
C -1.65714 -1.86031 5.94777 -2.17 0.61 1.16
F -1.13419 -0.79479 6.55903 0.97 0.39 -0.59
F -0.97666 -2.26702 4.89295 1.15 0.05 -0.35
F -1.65688 -2.81390 6.86821 0.12 -0.76 -0.14
S -3.39365 -1.42052 5.44398 -2.39 -0.81 -0.21
O -3.70284 -2.40820 4.40482 0.71 0.28 0.05
O -4.22721 -1.56640 6.61962 1.10 0.20 -0.28
O -3.32961 -0.05831 4.92561 0.68 0.30 -0.10
C 3.61150 2.68243 -2.02849 0.47 1.32 -1.08
F 4.21583 2.86539 -0.85328 -0.05 0.00 0.05
F 3.88118 1.44025 -2.44026 -0.17 -0.52 0.09
F 2.29483 2.79606 -1.82768 -0.27 -0.28 0.05
S 4.20278 3.94414 -3.31114 1.89 0.83 -1.19
O 3.69660 3.48712 -4.60663 -0.76 -0.55 0.70
O 3.57684 5.20444 -2.91007 0.27 -1.08 0.45
O 5.66085 3.82732 -3.23295 -1.86 0.15 0.70
N -0.09044 -0.30459 0.25986 0.00 -3.15 2.50
S 0.02185 -0.87534 1.84722 -2.16 -2.22 0.26
O -1.09745 -0.46758 2.64083 1.13 -0.04 -0.62
O 1.31851 -1.03340 2.39845 0.29 0.57 -0.29
F -0.33696 -2.40645 1.46874 0.17 0.16 -0.37
S 0.27095 1.13559 0.52741 0.56 7.08 -1.63
O 1.65415 1.46072 0.75711 -0.25 -0.80 0.04
O -0.67004 1.95361 1.26004 0.33 -0.90 -0.06
F 0.01982 1.67486 -0.97387 0.02 -0.56 0.17
```
Positions in Å, forces in eV/Å.

Computed properties:
HOMO level   -13.28 eV
Charge   +3
F_max   0.142 hartree/bohr